Entry 1:
An isolated molecule of C6H7NO4S2, computed with ωB97M-V/def2-TZVPD.

XYZ file:
```
20
Properties=species:S:1:pos:R:3
S -2.081 -0.289 -1.709
S -2.780 -0.666 0.208
O 2.809 0.969 -1.701
O 1.188 1.361 -3.235
O -0.174 -1.009 2.993
O 1.039 -1.719 1.183
N 0.557 0.917 0.062
C -1.862 0.767 1.117
C 0.571 0.302 -1.109
C 1.536 0.944 -2.099
C 0.073 -0.842 1.802
C -0.305 -0.823 -1.563
C -0.329 0.531 1.157
H -0.018 1.195 1.993
H -2.085 0.790 2.193
H 1.392 -2.209 1.950
H -2.181 1.830 0.771
H 2.736 0.820 -0.701
H -0.248 -1.685 -0.781
H 0.164 -1.185 -2.531
```

Output
ΔE to the lowest compared entry with this formula, charge and spin = 0.0 kJ/mol
HOMO energy = -9.53 eV
SMILES string = O=C(O)C1=N[C@H](C(=O)O)CSSC1


Entry 2:
An isolated molecule of C23H26N2O5, computed with ωB97M-V/def2-TZVPD.

XYZ file:
```
56
Properties=species:S:1:pos:R:3
O 4.323 3.238 1.283
O 1.148 -2.444 -0.205
O 1.949 -1.442 -2.053
O -4.222 -0.645 -2.666
O -2.960 -1.209 1.619
N -2.013 -0.617 -3.164
N -2.744 -1.451 -1.147
C 3.282 -1.554 -1.537
C -0.913 1.801 2.197
C 4.333 0.731 -1.413
C 3.633 -0.293 -0.793
C -0.378 -1.440 -1.692
C -1.221 -0.268 0.369
C -3.935 -1.201 2.655
C -0.719 -1.010 -2.927
C 4.138 2.108 0.545
C 0.953 -1.843 -1.239
C -5.047 -0.200 2.346
C -0.269 0.714 0.171
C 3.429 1.081 1.170
C 3.182 -0.102 0.510
C -1.406 -1.442 -0.586
C -2.050 -0.202 1.502
C 0.200 -0.927 -4.102
C 4.594 1.921 -0.755
C -0.105 1.747 1.079
C -4.479 -2.625 2.729
C -3.085 -0.874 -2.313
C 5.046 4.303 0.716
C -1.886 0.838 2.408
H -2.503 0.907 3.290
H 2.626 -0.885 1.002
H -0.796 2.598 2.916
H -5.541 -0.471 1.416
H -3.668 -3.324 2.915
H -0.368 -0.893 -5.030
H 5.077 5.078 1.480
H -1.289 -2.360 0.006
H 0.652 2.497 0.912
H 6.069 4.006 0.463
H 4.685 0.602 -2.426
H -3.456 -0.954 3.613
H 5.146 2.693 -1.269
H 3.923 -1.696 -2.409
H 0.873 -1.779 -4.123
H -5.207 -2.703 3.532
H -3.485 -1.586 -0.475
H 3.334 -2.425 -0.877
H -4.646 0.805 2.238
H 0.366 0.673 -0.702
H 3.078 1.238 2.178
H -5.781 -0.201 3.147
H 0.812 -0.030 -4.031
H 4.550 4.696 -0.177
H -4.958 -2.890 1.790
H -2.270 -0.293 -4.086
```

Output
ΔE to the lowest compared entry with this formula, charge and spin = 148.6 kJ/mol
HOMO energy = -8.47 eV
SMILES string = COc1ccc(COC(=O)C2=C(C)NC(=O)N[C@@H]2c2ccccc2OC(C)C)cc1


Entry 3:
A cluster of 2 separate species, C4H11BS in total, computed with ωB97M-V/def2-TZVPD.

XYZ file:
```
17
Properties=species:S:1:pos:R:3
S -3.431 -0.198 0.404
C 1.493 0.596 -1.299
C 1.874 -0.148 -0.047
C 1.328 0.833 2.245
C 0.993 0.226 1.113
B -3.530 -0.998 -1.262
H -0.042 0.004 0.936
H 0.495 1.070 2.904
H -3.657 -2.204 -1.443
H 0.331 0.570 -1.591
H 1.891 1.610 -1.241
H 2.057 0.106 -2.116
H -3.497 -1.222 1.296
H 2.893 0.068 0.081
H 2.363 1.025 2.442
H 1.847 -1.176 -0.375
H -3.408 -0.162 -2.049
```

Output
ΔE to the lowest compared entry with this formula, charge and spin = 129.0 kJ/mol
HOMO energy = -9.61 eV
SMILES string = C=CCC.BS


Entry 4:
A cluster of 6 separate species, C57H75BrNO5 in total, computed with ωB97M-V/def2-TZVPD.

XYZ file:
```
139
Properties=species:S:1:pos:R:3
Br -4.780 -1.718 0.141
O 0.910 -2.597 -1.976
O 0.097 -1.208 -3.584
O -3.121 -2.121 -3.259
O -3.236 -3.675 -4.902
O 0.321 -3.025 -0.791
N -2.637 0.242 0.638
C 3.206 -0.114 -1.652
C 0.053 9.492 -2.552
C 0.513 1.715 -4.914
C -2.196 -1.467 -1.145
C 10.219 -7.802 3.456
C -3.035 -0.859 -0.117
C -3.788 -0.125 2.926
C -2.912 4.210 6.097
C -8.377 -0.228 -3.092
C -8.482 0.437 -5.403
C -4.476 5.732 7.111
C 0.178 4.318 -5.833
C -3.858 6.005 4.801
C 1.208 8.724 -2.478
C -3.017 4.902 4.896
C -0.830 2.005 1.295
C -0.458 0.250 -0.552
C 5.358 -3.816 0.660
C -1.157 8.898 -2.889
C -9.870 0.392 -5.353
C -2.635 -2.684 -2.019
C -4.586 6.421 5.909
C 10.290 -6.415 3.515
C -0.058 6.765 -3.076
C -3.802 -3.079 -4.026
C 1.152 7.359 -2.736
C 4.919 -1.963 -1.056
C -7.736 0.126 -4.273
C -0.740 3.334 -6.180
C 4.689 -0.398 -1.201
C -3.595 0.780 1.625
C 5.474 -2.257 0.398
C 8.064 -7.736 4.527
C 6.477 -3.082 2.967
C 2.158 -0.163 -0.441
C 1.430 2.700 -4.564
C 8.139 -6.351 4.593
C 1.169 -3.967 -0.101
C 1.266 4.000 -5.027
C 1.892 -2.816 2.181
C -9.765 -0.279 -3.043
C -1.212 7.535 -3.156
C -1.378 0.811 0.469
C 0.875 -3.787 1.452
C -3.588 0.835 4.193
C 0.974 0.828 -0.829
C 9.251 -5.690 4.085
C -3.643 4.624 7.204
C 9.105 -8.463 3.960
C -5.337 -3.396 -3.833
C -10.511 0.029 -4.174
C -2.722 -1.284 3.086
C -0.855 -0.908 -1.382
C 0.407 1.563 2.230
C 0.096 -1.555 -2.450
C 5.971 -4.287 2.053
C -0.571 2.032 -5.724
H 2.257 -3.866 -0.350
H -3.983 1.870 4.004
H -1.589 3.582 -6.807
H 5.184 -4.881 2.588
H 7.453 -2.663 2.615
H -3.159 -2.207 2.599
H 5.699 -2.290 3.108
H -3.381 1.814 1.976
H 1.836 -1.207 -0.208
H -5.042 6.059 7.976
H -10.452 0.638 -6.233
H -2.059 9.497 -2.944
H 1.039 1.008 -1.938
H -2.444 4.581 4.033
H 4.981 0.181 -0.281
H 1.317 2.155 1.925
H 0.178 1.725 3.310
H 4.277 -4.108 0.551
H -1.285 1.263 -5.999
H 0.643 0.701 -4.555
H 1.174 1.803 -0.324
H 6.889 -4.894 1.814
H 2.709 0.313 0.423
H 0.096 10.556 -2.348
H -2.260 3.347 6.170
H -5.895 -2.419 -3.811
H -2.656 -1.543 4.180
H -6.652 0.160 -4.313
H 0.788 -4.999 -0.362
H 0.635 0.490 1.980
H 2.020 -3.210 3.232
H -0.101 5.701 -3.280
H 6.552 -1.931 0.442
H 9.308 -4.608 4.134
H -4.820 -0.557 3.014
H 2.899 -2.810 1.690
H 2.152 9.188 -2.219
H 0.742 -4.765 1.980
H -1.758 -3.340 -2.296
H -4.128 0.424 5.085
H -3.562 4.084 8.140
H -11.593 -0.013 -4.137
H 9.048 -9.544 3.910
H -5.500 -3.964 -2.880
H -3.945 6.541 3.863
H -2.499 0.889 4.492
H 7.330 -5.785 5.041
H 5.617 -2.394 -1.817
H 3.910 -2.461 -1.168
H 2.921 -0.816 -2.479
H -2.155 7.072 -3.425
H -0.377 2.718 0.547
H -5.744 -3.967 -4.708
H -4.610 0.833 1.131
H 11.032 -8.368 3.017
H 3.176 0.942 -2.061
H 11.156 -5.900 3.116
H -7.982 0.715 -6.324
H 6.661 -3.532 3.985
H 1.520 -1.762 2.283
H 7.195 -8.252 4.918
H -10.265 -0.558 -2.123
H -0.137 -3.276 1.495
H -3.380 -3.344 -1.502
H -5.238 7.283 5.836
H 5.350 -0.042 -2.048
H -1.590 2.598 1.854
H -7.794 -0.466 -2.209
H 5.914 -4.333 -0.176
H 2.275 2.454 -3.929
H 4.853 -1.650 1.113
H 1.984 4.766 -4.759
H 0.047 5.333 -6.191
H 2.052 6.758 -2.673
H -1.726 -1.066 2.625
```

Output
HOMO energy = -10.59 eV
Charge = +1


Entry 5:
A cluster of 2 separate species, C4H12 in total, computed with ωB97M-V/def2-TZVPD.

XYZ file:
```
16
Properties=species:S:1:pos:R:3
C 1.064 -1.645 -1.026
C -1.461 2.422 0.138
C -1.890 1.346 1.146
C 2.308 -2.125 -0.287
H 0.157 -1.955 -0.506
H 2.138 -3.068 0.247
H 1.039 -0.560 -1.044
H -0.690 3.058 0.554
H 3.142 -2.247 -0.969
H -1.296 0.440 1.049
H -1.761 1.698 2.171
H -2.934 1.074 0.972
H -1.109 1.958 -0.784
H -2.317 3.061 -0.110
H 0.992 -2.021 -2.049
H 2.617 -1.436 0.497
```

Output
ΔE to the lowest compared entry with this formula, charge and spin = 13.4 kJ/mol
HOMO energy = -11.83 eV
SMILES string = CC.CC


Entry 6:
A cluster of 2 separate species, CH4NO2 in total, computed with ωB97M-V/def2-TZVPD.

XYZ file:
```
8
Properties=species:S:1:pos:R:3
O 0.169 0.676 -0.495
O -0.626 -1.915 -2.217
N 0.212 1.253 1.791
C -0.429 0.800 0.581
H 0.284 -1.714 -1.992
H 1.196 1.500 1.639
H -1.088 -1.164 -1.843
H 0.282 0.565 2.537
```

Output
ΔE to the lowest compared entry with this formula, charge and spin = 41.0 kJ/mol
2S+1 = 2
HOMO energy (alpha / beta) = -9.74 / -11.19 eV


Entry 7:
An isolated molecule of Cl2H3N2OP, computed with ωB97M-V/def2-TZVPD.

XYZ file:
```
9
Properties=species:S:1:pos:R:3
Cl -2.983 -0.219 2.827
Cl -1.160 2.526 2.488
P -1.795 0.774 1.533
O -2.372 1.281 0.310
N 0.421 0.063 -0.267
N 0.026 -0.305 0.972
H 0.718 0.213 1.668
H 0.535 1.053 -0.412
H -0.399 -0.177 -0.960
```

Output
ΔE to the lowest compared entry with this formula, charge and spin = 166.8 kJ/mol
HOMO energy (alpha / beta) = -9.28 / -9.28 eV
SMILES string = NNP(=O)(Cl)Cl


Entry 8:
A cluster of 13 separate species, C42H77Br3ClF12N14P2 in total, computed with ωB97M-V/def2-TZVPD.

XYZ file:
```
151
Properties=species:S:1:pos:R:3
Br -7.838 -3.433 6.096
Br -6.605 3.863 1.432
Br 2.956 -9.446 1.900
Cl 6.550 -1.382 -5.708
P -1.904 -5.828 -7.650
P 2.184 9.932 0.753
F 2.323 9.909 2.330
F -2.754 -5.443 -6.279
F -1.146 -6.141 -9.029
F -3.192 -5.545 -8.614
F 2.498 8.323 0.705
F 1.871 9.966 -0.869
F -2.273 -7.443 -7.621
F -0.453 -6.062 -6.956
F -1.585 -4.317 -7.964
F 3.743 10.218 0.398
F 0.629 9.773 1.111
F 1.908 11.531 0.814
N -1.149 -1.000 -1.729
N -3.230 2.277 9.546
N 8.435 9.090 -5.499
N -1.997 3.006 7.805
N -11.869 -2.517 -0.872
N 11.855 -9.079 -0.843
N 10.197 -8.609 -2.229
N 2.047 -3.001 8.492
N 3.169 -1.195 9.140
N -5.898 4.681 -6.241
N 7.065 7.613 -6.394
N -11.016 -4.370 -1.880
N -6.393 2.433 -6.662
N -1.598 -2.806 -0.478
C -6.592 3.511 -5.841
C 2.464 -2.296 9.577
C -10.930 -3.497 -0.772
C 12.225 -8.028 -1.627
C -4.594 6.563 -5.076
C 2.369 -2.325 7.333
C 8.476 9.276 -6.888
C 7.628 8.314 -7.409
C -2.325 3.170 10.094
C 13.344 -10.860 0.125
C -0.082 -1.841 -1.907
C -1.576 3.656 8.957
C 4.011 -0.280 9.937
C -6.954 1.093 -6.558
C -3.548 0.711 11.371
C -12.043 -3.871 -2.736
C -5.386 2.855 -7.538
C -2.976 2.190 8.172
C -12.552 -2.729 -2.067
C -10.028 -5.417 -2.001
C -4.235 1.472 10.290
C 6.043 6.528 -6.577
C 7.446 8.105 -5.187
C -0.386 -2.957 -1.139
C -5.947 6.002 -5.587
C 5.466 -0.335 9.525
C -13.598 -1.545 0.716
C 4.709 7.173 -7.154
C -12.146 -1.530 0.180
C 3.061 -1.147 7.768
C -1.226 0.334 -2.277
C -2.034 -1.556 -0.825
C 9.073 9.946 -4.521
C 8.850 -8.664 -2.923
C 1.238 -4.146 8.570
C -0.073 1.147 -1.672
C 11.264 -7.754 -2.548
C 12.504 -9.662 0.337
C -5.149 4.231 -7.313
C -2.278 -3.752 0.366
C -1.570 3.230 6.497
C 10.641 -9.548 -1.315
H 13.214 -8.913 0.690
H -4.361 0.572 12.084
H 0.382 -4.116 7.895
H -2.434 -3.464 1.405
H 4.977 7.855 -7.961
H 6.399 5.847 -7.350
H -13.963 -2.478 1.144
H 13.140 -7.507 -1.387
H 14.001 -10.817 -0.744
H -13.122 -1.890 -2.438
H -3.558 1.617 7.465
H 2.436 -2.529 10.631
H 9.728 10.678 -4.992
H 8.341 10.560 -3.996
H -10.232 -6.252 -1.330
H -1.894 2.435 5.825
H 7.545 8.123 -8.469
H 12.625 -11.655 -0.070
H -12.331 -4.418 -3.623
H -2.412 3.442 11.136
H 2.032 -2.647 6.358
H 13.768 -11.116 1.096
H -10.274 -3.689 0.064
H 0.078 1.058 -0.596
H 3.938 6.448 -7.414
H -2.055 4.119 6.095
H 7.969 -8.426 -2.327
H -7.707 0.839 -7.304
H -3.230 -4.044 -0.078
H 7.111 7.810 -4.204
H -4.816 0.815 9.643
H -4.963 2.124 10.774
H -2.211 0.737 -2.045
H -14.284 -1.382 -0.116
H -4.229 5.967 -4.240
H 9.657 9.368 -3.805
H -9.930 -5.854 -2.995
H -1.153 0.286 -3.364
H -7.250 3.474 -4.985
H -3.829 6.636 -5.849
H 0.849 -1.647 -2.418
H -3.269 -0.307 11.098
H -1.770 -4.716 0.332
H -2.717 1.225 11.854
H 5.834 -1.361 9.495
H 0.925 1.038 -2.098
H 3.502 0.680 9.856
H -9.048 -5.045 -1.703
H -6.151 0.357 -6.523
H 10.088 -10.398 -0.942
H -11.365 -1.736 0.912
H 11.756 -9.740 1.126
H 9.164 10.019 -7.263
H 3.951 -0.519 10.999
H 3.506 -0.339 7.206
H 1.812 -5.043 8.341
H -2.841 -0.984 -0.392
H -0.687 4.264 8.880
H -6.472 6.655 -6.285
H 5.607 0.217 8.596
H 8.671 -9.604 -3.445
H -13.724 -0.817 1.517
H 0.833 -4.154 9.582
H 4.290 7.814 -6.379
H 0.203 -3.861 -1.080
H -11.923 -0.580 -0.307
H -5.047 2.104 -8.236
H -6.628 5.875 -4.746
H 8.820 -7.856 -3.654
H -0.277 2.200 -1.865
H -4.541 4.905 -7.898
H -0.486 3.312 6.567
H 6.026 0.255 10.250
H 5.824 5.999 -5.649
H -7.317 0.833 -5.564
H 11.063 -7.040 -3.333
H -4.679 7.618 -4.818
```

Output
HOMO energy = -6.09 eV
Charge = +1


| no. | largest force on an atom (eV/Å) | electronic energy (Ha) |
| --- | --- | --- |
| 1 | 4.5 | -1384.89795 |
| 2 | 0.6 | -1377.79926 |
| 3 | 2.7 | -581.98425 |
| 4 | 3.3 | -5221.46517 |
| 5 | 0.6 | -159.57987 |
| 6 | 4.4 | -245.66986 |
| 7 | 4.2 | -1448.28596 |
| 8 | 5.4 | -12476.11542 |